Record 1
Formula: C3H9FSi
Source: the OMol25 dataset
Level of theory: ωB97M-V/def2-TZVPD

Geometry as ORCA input:
```
! wB97M-V def2-TZVPD RIJCOSX def2/J DEFGRID3
* xyz 0 1
C -1.0818 -0.0231 -1.4305
Si -0.4404 0.0015 0.3073
C 0.6512 -1.4691 0.6063
C 0.6870 1.4571 0.5915
F -1.6519 0.0245 1.3550
H -1.7314 -0.8551 -1.7304
H -0.2862 0.0907 -2.1681
H -1.7053 0.8517 -1.5008
H 1.0521 -1.4669 1.6132
H 0.1857 -2.4311 0.3714
H 1.5002 -1.3603 -0.0813
H 0.1491 2.3716 0.8197
H 1.2919 1.1812 1.4642
H 1.3799 1.6273 -0.2175
*
```

Properties
**E_tot**: -509.153647 hartree
**HOMO**: -10.68 eV
**LUMO energy**: 0.965 eV
**Maximum force**: 1.28 eV/Å
**SMILES string**: C[Si](C)(C)F
**Energy relative to the best compared isomer or geometry (same formula, charge and spin)**: 2.8 kJ/mol

Record 2
Formula: C4H8N2O
Source: the OMol25 dataset
Level of theory: ωB97M-V/def2-TZVPD

Geometry as ORCA input:
```
! wB97M-V def2-TZVPD RIJCOSX def2/J DEFGRID3
* xyz 0 1
H 2.5683 2.1093 0.4882
N 1.7073 1.5659 0.4650
C 2.0016 0.3326 0.1624
C 0.9301 -0.7576 0.0588
O 1.2358 -1.8949 0.2283
N -0.4519 -0.3554 -0.2152
C -0.9772 1.0358 -0.3751
C -1.5174 -1.3056 0.0271
H 3.0797 -0.0610 0.1271
H -1.5775 1.0258 -1.2899
H -1.4820 1.3175 0.5035
H 0.0093 1.7462 -0.3631
H -2.2520 -1.2411 -0.8827
H -1.1524 -2.4261 0.1900
H -2.1219 -1.0914 0.8755
*
```

Properties
**E_tot**: -341.905909 hartree
**HOMO**: -9.10 eV
**LUMO energy**: 0.239 eV
**Maximum force**: 4.36 eV/Å
**SMILES string**: [H]/N=C/C(=O)N(C)C
**Energy relative to the best compared isomer or geometry (same formula, charge and spin)**: 256.6 kJ/mol

Record 3
Formula: C8H12N2O4Pd
Source: the OMol25 dataset
Level of theory: ωB97M-V/def2-TZVPD

Geometry as ORCA input:
```
! wB97M-V def2-TZVPD RIJCOSX def2/J DEFGRID3
* xyz 2 3
O 2.7329 -0.8630 -1.0705
C 1.7171 -0.5427 -0.6716
Pd -0.0045 0.0062 -0.0157
C -1.3721 -0.9508 -0.9148
C -0.2290 1.8685 -0.2742
O -2.2125 -1.5325 -1.4799
O -0.3692 3.0176 -0.4472
C 0.8797 1.5249 3.6959
N 0.3071 0.2703 4.1734
C 0.2813 0.0867 5.5775
C -0.1636 -0.6499 3.3337
O -0.1149 -0.4386 2.1216
N -0.7022 -1.8255 3.7353
C -0.8720 -2.3083 5.0788
C -1.2083 -2.8030 2.7041
H 1.2175 2.1618 4.5461
H 0.1550 2.1280 3.1317
H 1.7646 1.3672 3.0637
H -0.7587 0.0227 5.9385
H 0.9151 -0.7682 5.8662
H 0.7061 0.9360 6.1215
H -1.9510 -2.4664 5.2485
H -0.2998 -3.2468 5.1774
H -0.5592 -1.7255 5.9453
H -2.0272 -2.3964 2.0856
H -0.4193 -3.1564 2.0174
H -1.6240 -3.7269 3.1855
*
```

Properties
**<S²>**: 2.02
**E_tot**: -849.616710 hartree
**HOMO (alpha / beta)**: -17.20 / -16.40 eV
**LUMO energy (alpha / beta)**: -7.857 / -12.296 eV
**Maximum force**: 8.53 eV/Å

Record 4
Formula: CH7N6
Source: the OMol25 dataset
Level of theory: ωB97M-V/def2-TZVPD

Geometry as ORCA input:
```
! wB97M-V def2-TZVPD RIJCOSX def2/J DEFGRID3
* xyz 1 1
N -1.2946 -0.1330 0.9615
N -1.3079 -0.1457 -0.4862
C -0.0100 -0.1454 -1.0598
N 0.8233 -1.2527 -0.2676
N 1.4499 -0.5280 0.5158
N 1.4376 0.7431 0.3924
N 0.7050 1.0982 -0.7943
H -1.4219 -1.2097 1.3361
H -2.1649 0.2105 1.1848
H -1.9797 -0.6818 -1.1121
H -0.0014 -0.3937 -2.1183
H 1.9205 -1.0850 1.2549
H 1.7490 1.5508 0.8383
H 0.0950 1.9723 -0.6455
*
```

Properties
**E_tot**: -370.396220 hartree
**HOMO (alpha / beta)**: -13.90 / -13.90 eV
**LUMO energy (alpha / beta)**: -4.476 / -4.476 eV
**Maximum force**: 5.00 eV/Å
**SMILES string**: NN[C@@H]1N=[NH+]NN1
**Energy relative to the best compared isomer or geometry (same formula, charge and spin)**: 521.8 kJ/mol

Record 5
Formula: C3H4N2O3
Source: the OMol25 dataset
Level of theory: ωB97M-V/def2-TZVPD

Geometry as ORCA input:
```
! wB97M-V def2-TZVPD RIJCOSX def2/J DEFGRID3
* xyz 0 1
C -1.4405 0.4061 0.5454
C 0.6016 1.0614 -0.8174
C -0.2260 0.0089 -0.0778
N -2.2925 0.9101 1.1169
N -0.1417 -1.4242 -0.4107
O 0.8573 -1.7523 -1.0042
O -1.0727 -2.0773 -0.0489
O 0.9048 -0.5023 1.5283
H 1.3374 1.2638 -0.1878
H 0.1400 1.9999 -1.2239
H 1.0253 0.5657 -1.6120
H 0.3069 -0.4599 2.1921
*
```

Properties
**E_tot**: -451.712894 hartree
**HOMO (alpha / beta)**: -11.70 / -11.71 eV
**LUMO energy (alpha / beta)**: -2.231 / -2.233 eV
**Maximum force**: 6.62 eV/Å
**Energy relative to the best compared isomer or geometry (same formula, charge and spin)**: 700.6 kJ/mol

Record 6
Formula: C19H29O20PS
Source: the OMol25 dataset
Level of theory: ωB97M-V/def2-TZVPD

Geometry as ORCA input:
```
! wB97M-V def2-TZVPD RIJCOSX def2/J DEFGRID3
* xyz 0 1
O 5.4149 -0.8274 -2.1086
S 4.0488 -1.2446 -1.7405
O 3.3660 -1.8236 -2.9296
O 3.9961 -2.3156 -0.5004
C 3.1234 -1.8981 0.5618
C 1.7041 -1.4751 0.1119
C 1.6578 -0.2763 -0.8870
C 3.0992 0.2299 -1.2597
P 2.8487 1.4530 -2.6928
O 2.0579 2.8060 -2.0065
O 4.3736 2.0198 -3.1369
H 3.0027 -2.7848 1.2078
H 3.5987 -1.1380 1.2114
H 1.1582 -1.1847 1.0268
H 1.2077 -2.3484 -0.3224
H 1.0387 0.5668 -0.5558
H 1.2411 -0.6326 -1.8464
H 3.6068 0.7117 -0.4012
H 2.6932 3.2058 -1.3957
H 4.9442 1.8723 -2.3730
O 3.0474 2.4262 1.2668
C 2.0290 3.0358 1.3824
O 0.8229 2.4727 1.6000
C -0.0968 3.5237 1.9046
C 0.5467 4.7190 1.2587
O 1.9399 4.3817 1.3056
H -1.0834 3.3101 1.4997
H -0.1719 3.6204 2.9854
H 0.2468 4.8468 0.2194
H 0.3541 5.6438 1.7970
O -1.5043 6.4563 0.0726
C -1.9173 7.0127 1.0355
O -1.4028 8.1614 1.5365
C -2.2980 8.6323 2.5453
C -3.0081 7.3733 2.9666
O -2.9629 6.5792 1.7804
H -1.7508 9.1010 3.3609
H -2.9740 9.3673 2.1022
H -2.4844 6.8442 3.7667
H -4.0364 7.5518 3.2748
O -0.9485 -3.2336 -0.7038
C -0.8441 -3.4646 -1.8663
O -0.8636 -2.5194 -2.8345
C -0.4739 -3.1456 -4.0605
C -0.8192 -4.5874 -3.8088
O -0.6838 -4.7020 -2.3892
H -1.0165 -2.7238 -4.9040
H 0.5967 -2.9893 -4.2140
H -1.8468 -4.8284 -4.0869
H -0.1461 -5.2735 -4.3190
O -3.4778 -6.2581 -5.6140
C -3.9495 -6.6677 -4.6031
O -4.2634 -7.9657 -4.3776
C -4.5821 -8.1020 -2.9939
C -4.9953 -6.7064 -2.6152
O -4.2452 -5.8963 -3.5229
H -5.3772 -8.8309 -2.8496
H -3.6914 -8.4363 -2.4566
H -6.0603 -6.5260 -2.7794
H -4.7492 -6.4597 -1.5842
O -0.6817 1.7788 4.1297
C 0.1080 0.9588 4.4703
O 0.8043 0.1685 3.6210
C 1.8037 -0.5098 4.3814
C 1.2259 -0.4907 5.7715
O 0.4276 0.6934 5.7595
H 1.9602 -1.5189 4.0036
H 2.7414 0.0468 4.3080
H 0.5807 -1.3500 5.9692
H 1.9895 -0.4360 6.5450
*
```

Properties
**E_tot**: -2985.790561 hartree
**HOMO**: -8.86 eV
**LUMO energy**: 0.382 eV
**Maximum force**: 4.94 eV/Å
**SMILES string**: O=S1(=O)OCCC[C@@H]1P(O)O.O=C1OCCO1.O=C1OCCO1.O=C1OCCO1.O=C1OCCO1.O=C1OCCO1